Below is a molecular structure, C28H77F6N7NaO7P, with properties calculated with the ωB97M-V functional and the def2-TZVPD basis.

The calculation puts the HOMO energy at -8.801 eV. Its relative energy (zero: lowest compared OMol25 entry of this formula, charge and spin) is 0.0 kcal/mol. Its spin multiplicity is 1. The total energy comes out at -3126.00152 Ha.

Structure (XYZ):
```
127
Properties=species:S:1:pos:R:3:forces:R:3:lowdin_charge:R:1
P -0.838 -0.446 -0.206 -0.791 1.288 0.905 0.18
Na 0.759 2.542 -0.068 -0.715 -0.440 0.223 0.57
F -1.964 -1.077 0.751 0.006 -0.095 -0.122 -0.14
F 0.295 0.337 -1.109 0.332 -0.117 -0.233 -0.18
F -0.296 -1.869 -0.603 0.438 -0.187 -0.184 -0.10
F -1.387 1.072 0.205 -0.121 0.103 -0.061 -0.20
F 0.170 -0.311 1.061 0.076 -0.360 -0.122 -0.16
F -1.855 -0.402 -1.444 0.181 -0.224 -0.232 -0.13
O 5.059 -4.812 -2.216 0.188 0.050 -0.096 -0.18
O 1.905 2.243 -4.554 0.484 0.021 -0.018 -0.19
O -4.428 2.694 2.712 -0.032 0.284 -0.305 -0.20
O -6.646 2.265 -1.752 -0.032 0.311 0.150 -0.18
O 4.355 -0.593 1.018 -0.090 0.144 -0.060 -0.17
O -0.863 -5.208 3.845 -0.013 0.083 0.193 -0.19
O -1.094 3.881 -0.715 0.214 -0.284 -0.002 -0.24
N 1.846 -5.403 3.344 -0.307 -0.168 -0.271 0.04
N -4.813 -0.888 -0.979 -0.592 0.843 0.006 0.06
N 6.763 -0.128 2.354 -0.048 -0.539 -0.179 0.03
N 5.195 3.671 -3.723 0.048 -0.157 0.194 0.04
N 1.338 -4.689 -2.620 0.083 -0.117 0.644 0.05
N -5.749 5.080 3.438 0.553 0.037 0.210 0.04
N -0.598 3.105 2.048 0.216 0.557 -0.623 0.06
C -5.206 4.121 4.426 0.403 0.328 0.068 -0.45
C 5.456 -5.917 -3.014 -0.112 0.389 0.150 -0.10
C 4.959 -1.647 1.726 -0.046 -0.195 -0.385 -0.24
C 6.453 -1.467 1.755 0.363 1.159 0.900 -0.42
C -5.083 0.371 -1.711 0.965 -0.467 -0.700 -0.44
C -0.417 5.546 1.679 0.495 -0.371 -0.013 -0.05
C -5.969 3.249 -0.992 -0.207 -0.361 -0.027 -0.09
C -2.204 -5.619 3.948 -0.304 0.200 -0.448 -0.11
C -1.711 3.571 -1.957 0.422 0.422 -0.395 -0.07
C 3.259 2.182 -4.128 -0.848 -0.663 0.529 -0.22
C 3.985 3.440 -4.527 0.613 0.643 -0.481 -0.44
C 0.973 -4.572 2.482 0.635 0.743 1.024 -0.43
C 2.980 -0.808 0.821 -0.288 -0.020 0.238 -0.12
C -5.962 4.251 5.742 -0.493 0.087 -0.164 -0.06
C 1.124 1.141 -4.110 0.025 0.210 -0.478 -0.09
C -5.245 2.729 3.859 -0.554 -0.270 0.010 -0.22
C 7.086 -2.604 2.543 -0.128 -0.988 -0.304 -0.07
C 2.901 -2.876 -3.117 0.152 -0.056 0.306 -0.05
C -4.998 0.172 -3.229 -0.067 0.142 0.173 -0.06
C -1.322 4.321 1.634 -0.493 0.404 0.885 -0.42
C 1.521 -4.457 1.073 0.565 -0.521 0.046 -0.06
C -2.036 4.156 0.312 0.246 0.257 -0.182 -0.19
C -6.422 0.954 -1.292 0.067 -0.453 -0.244 -0.21
C 3.717 -4.869 -1.795 -0.508 -0.063 0.187 -0.22
C -0.447 -5.062 2.508 -0.086 -0.660 -0.383 -0.23
C 4.353 3.441 -6.007 0.062 -0.495 -0.305 -0.07
C 2.742 -4.368 -2.871 0.523 -0.327 -0.324 -0.44
C -4.524 1.482 2.018 0.669 -1.483 0.413 -0.12
H -2.799 3.374 0.385 0.105 -0.112 -0.118 0.11
H 3.279 2.013 -3.036 0.060 0.398 -0.023 0.12
H -4.141 4.348 4.597 -0.032 -0.147 0.149 0.13
H -4.885 3.160 -1.119 0.028 0.171 0.039 0.07
H 0.982 -4.097 -1.871 0.006 0.168 -0.171 0.05
H -0.140 3.327 2.923 -0.076 -0.291 0.126 0.09
H 4.580 -1.682 2.761 -0.055 -0.051 -0.026 0.14
H 4.736 -2.609 1.240 -0.099 0.037 0.072 0.12
H -1.286 2.375 2.200 0.260 -0.234 0.056 0.08
H -6.277 2.452 3.590 0.036 0.127 -0.018 0.14
H -1.010 6.457 1.644 0.070 0.061 -0.252 0.09
H -2.429 -6.404 3.213 0.065 -0.152 0.231 0.09
H 1.711 0.376 -3.597 0.005 0.153 0.170 0.08
H 4.989 2.587 -6.262 0.086 0.083 0.152 0.08
H -2.129 4.518 2.359 -0.026 -0.058 -0.128 0.13
H -4.215 1.016 -1.518 -0.450 0.388 0.438 0.11
H -7.014 4.445 5.514 0.061 0.087 0.035 0.08
H 0.346 1.545 -3.463 -0.126 -0.370 0.117 0.06
H 6.860 -1.416 0.745 -0.186 -0.337 -0.158 0.14
H 2.016 -2.523 -3.644 0.104 0.215 -0.057 0.08
H -5.526 1.158 1.729 -0.186 0.596 -0.144 0.08
H 2.194 -5.294 0.864 -0.403 -0.298 0.041 0.08
H -0.517 -6.044 2.004 0.028 0.096 0.024 0.14
H -7.185 0.332 -1.769 -0.078 0.049 0.148 0.13
H 0.709 -4.459 0.347 0.154 0.329 -0.188 0.07
H 5.011 4.272 -2.929 -0.112 0.018 -0.043 0.06
H 0.680 0.666 -4.988 -0.177 0.013 0.100 0.09
H 2.427 -0.922 1.762 0.201 -0.143 0.060 0.09
H 0.326 5.517 0.877 -0.191 0.217 -0.136 0.08
H -5.600 6.012 3.821 -0.297 -0.013 0.039 0.07
H -6.211 3.152 0.074 0.054 0.022 -0.010 0.09
H -5.112 5.062 2.645 -0.240 -0.177 -0.154 0.06
H 5.516 -6.823 -2.403 0.021 -0.071 -0.063 0.09
H -2.894 -4.792 3.724 0.106 0.013 0.101 0.09
H 1.292 -5.721 4.132 0.018 0.010 0.028 0.06
H -2.303 2.658 -1.885 -0.130 0.040 -0.027 0.09
H 3.040 -4.915 -3.773 -0.232 0.154 -0.140 0.12
H 6.023 0.129 2.997 0.014 0.040 0.022 0.06
H 2.192 -3.606 0.972 -0.437 0.330 -0.140 0.04
H -6.537 0.845 -0.210 -0.043 0.257 0.055 0.10
H 7.612 -0.205 2.902 0.019 0.087 -0.012 0.06
H 6.433 -5.664 -3.418 0.076 -0.120 0.045 0.09
H 3.353 4.326 -4.417 -0.285 -0.273 0.403 0.14
H -4.069 -0.349 -3.465 -0.032 -0.054 -0.061 0.07
H -0.918 3.450 -2.699 0.039 -0.270 0.176 0.09
H 5.546 2.805 -3.327 0.097 -0.022 -0.176 0.07
H 3.016 -2.354 -2.161 -0.327 0.060 -0.028 0.07
H 1.283 -5.626 -2.226 -0.083 -0.038 -0.219 0.07
H -4.725 -1.646 -1.641 0.246 -0.119 0.151 0.07
H 4.894 4.351 -6.259 -0.026 0.032 0.009 0.07
H 3.809 -2.639 -3.670 -0.069 -0.122 -0.181 0.08
H -5.851 -0.396 -3.609 0.041 -0.046 -0.021 0.08
H 2.785 -1.689 0.200 0.030 0.031 -0.029 0.07
H 2.568 -4.812 3.738 0.092 -0.077 -0.049 0.07
H -1.089 -4.367 1.951 0.019 0.070 0.114 0.13
H 6.575 -3.556 2.342 0.037 0.123 -0.179 0.08
H 4.775 -6.080 -3.853 -0.017 -0.086 0.018 0.08
H 3.730 1.270 -4.530 0.164 0.251 -0.242 0.13
H -4.913 1.998 4.611 0.179 0.052 -0.064 0.13
H -5.958 3.361 6.371 0.343 -0.078 -0.095 0.08
H 0.954 -3.570 2.940 -0.234 0.062 -0.274 0.14
H 7.016 -2.494 3.626 0.083 0.383 -0.028 0.08
H -3.845 1.475 1.166 -0.200 0.317 -0.153 0.07
H 0.167 5.580 2.603 -0.191 -0.074 0.096 0.08
H -3.933 -0.725 -0.511 0.075 -0.733 0.041 0.03
H 3.472 3.353 -6.646 -0.087 0.114 0.123 0.08
H -2.526 5.105 0.062 -0.179 -0.073 0.102 0.14
H -6.324 4.214 -1.343 0.130 0.072 -0.039 0.09
H -2.386 -5.970 4.959 0.040 -0.067 0.028 0.09
H 2.538 0.056 0.336 0.234 0.093 -0.214 0.06
H 3.449 -5.895 -1.493 0.040 0.029 -0.095 0.12
H -4.165 0.646 2.646 0.031 0.183 0.065 0.10
H 3.615 -4.246 -0.901 0.164 0.032 -0.021 0.10
H 8.119 -2.776 2.242 0.089 0.209 0.222 0.08
H -2.280 4.430 -2.332 -0.348 -0.168 0.271 0.10
H -4.968 1.138 -3.737 -0.167 -0.033 -0.039 0.08
H -5.573 5.085 6.325 -0.078 0.012 0.032 0.07
```
Positions in Å, forces in eV/Å.

---

Below is 2 unconnected molecules or ions with the total composition C3H10NO, with properties calculated with the ωB97M-V functional and the def2-TZVPD basis.

The calculation puts the HOMO energy at -13.154 eV. The charge is +1. Its relative energy (zero: lowest compared OMol25 entry of this formula, charge and spin) is 28.2 kcal/mol. Its spin multiplicity is 1. The total energy comes out at -250.00888 Ha.

Structure (XYZ):
```
15
Properties=species:S:1:pos:R:3:forces:R:3:lowdin_charge:R:1
O -1.062 1.040 -0.615 -0.901 0.999 -0.240 -0.06
N 0.258 -1.449 -0.048 1.705 0.011 -0.155 0.16
C -0.799 1.720 1.599 0.093 0.042 0.616 0.02
C -1.044 2.052 0.337 1.596 -0.539 1.368 -0.23
C 1.428 -1.672 -1.069 -0.504 0.588 0.981 0.03
H 0.056 -0.441 -0.034 -0.708 -0.064 -0.286 0.10
H 0.480 -1.710 0.921 0.234 -0.058 -0.388 0.17
H -0.464 2.404 2.373 -0.499 0.438 -0.423 0.07
H -0.861 0.718 2.019 -0.035 -0.210 -0.565 0.05
H -0.962 3.084 0.009 -0.253 -0.228 -0.331 0.12
H 2.023 -2.508 -0.755 -0.014 -0.532 0.182 0.09
H 0.937 -1.884 -2.016 0.333 0.330 -0.051 0.10
H 2.098 -0.788 -1.043 -0.821 -0.422 -0.261 0.11
H -1.540 1.432 -1.357 0.085 -0.560 -0.352 0.11
H -0.550 -1.999 -0.321 -0.309 0.207 -0.095 0.16
```
Positions in Å, forces in eV/Å.

---

no.,LUMO energy (eV)
1,-0.664
2,-3.511